Entry 1:
Here is a 4-piece molecular cluster, C27H52IN3O11 overall at a distorted geometry from the OMol25 dataset. Energies are from wB97M-V/def2-TZVPD.

Structure (XYZ):
```
94
Properties=species:S:1:pos:R:3
C -6.52613 -4.35016 5.73982
C -5.28726 -4.77267 5.63019
C -3.74340 -5.20533 5.58510
C -3.05952 -4.54894 4.24377
C -1.70840 -3.71286 4.65330
C -1.19652 -2.76797 3.46343
C -1.86704 -2.24776 2.15482
N -0.76829 -1.47453 1.54557
I -0.83469 -0.49474 -0.27742
C 0.42603 -1.50721 2.40720
N 1.74339 -0.89930 2.18651
N 0.18430 -2.28725 3.61086
C 1.05772 -2.61270 4.78395
O 0.72971 -2.08337 5.92124
O 2.16769 -3.48298 4.64640
H -7.64733 -4.21796 5.92499
H -3.62909 -6.35738 5.57169
H -3.20526 -4.82625 6.54504
H -2.68747 -5.46002 3.62346
H -3.80094 -3.93157 3.62298
H -0.88875 -4.53450 4.78808
H -1.79552 -3.19455 5.67821
H -2.94007 -2.45915 1.82619
H 2.45372 -1.34324 2.80432
H 2.06088 -1.04240 1.20135
C -0.75968 5.61459 -4.01124
O -2.05316 5.35974 -3.49967
C -2.55913 4.08108 -3.86137
C -3.10515 3.32238 -2.64818
O -2.13252 2.93221 -1.67575
C -1.51032 3.97440 -0.91717
C -2.44323 4.78464 -0.01288
O -3.28213 5.63566 -0.77845
C -4.63624 5.63972 -0.34976
H -0.83272 6.02638 -5.02271
H -0.28350 6.36667 -3.37059
H -0.12542 4.72616 -4.00693
H -1.80889 3.47228 -4.37082
H -3.38773 4.25355 -4.56164
H -3.53773 2.38670 -3.01882
H -3.92849 3.85476 -2.17598
H -0.92245 4.61964 -1.56874
H -0.78532 3.46299 -0.27082
H -1.83246 5.42800 0.63115
H -3.01780 4.10144 0.62007
H -4.96790 4.64509 -0.03683
H -5.25598 5.95540 -1.19346
H -4.76290 6.35275 0.47164
C -0.54566 7.02059 -10.64593
O -0.74005 5.62165 -10.70836
C 0.21838 4.88604 -9.95818
C -0.44681 3.85128 -9.04586
O -1.23244 4.38507 -7.97805
C -2.44540 5.05726 -8.33020
C -3.51305 4.19073 -9.00396
O -3.13543 3.85667 -10.33071
C -3.36909 2.49660 -10.66623
H 0.16723 7.33415 -11.41518
H -1.50668 7.50610 -10.85405
H -0.21282 7.35296 -9.66081
H 0.86472 5.53839 -9.36679
H 0.84785 4.35245 -10.68319
H 0.35480 3.28326 -8.56151
H -1.01746 3.11937 -9.61429
H -2.22885 5.95229 -8.91208
H -2.86073 5.41341 -7.37857
H -4.44190 4.76947 -9.06896
H -3.69729 3.30206 -8.39248
H -3.15471 1.82711 -9.82775
H -2.70152 2.23343 -11.49124
H -4.40651 2.36825 -10.99268
C 8.35076 -5.75854 9.02048
O 7.65572 -6.05373 7.82599
C 7.09044 -7.35870 7.81143
C 5.61778 -7.33611 7.39064
O 4.72521 -6.69646 8.30416
C 4.84398 -5.27791 8.45440
C 4.53780 -4.44999 7.20316
O 5.56970 -4.58638 6.23726
C 5.08979 -4.76790 4.91273
H 9.38508 -6.11038 8.94857
H 8.36937 -4.66873 9.14146
H 7.86554 -6.18167 9.90209
H 7.19079 -7.85979 8.77687
H 7.65263 -7.94007 7.06787
H 5.28092 -8.37708 7.33541
H 5.49097 -6.93691 6.38608
H 5.81375 -5.02054 8.87910
H 4.10297 -5.00892 9.21796
H 4.49848 -3.39178 7.48607
H 3.56125 -4.74114 6.80556
H 4.19643 -5.39823 4.88557
H 5.87478 -5.26420 4.33432
H 4.87509 -3.79457 4.46053
```

Calculated values
Largest force on an atom: 8.03 eV/Å
Energy: -63921.583 eV
Orbital gap: 6.438 eV
LUMO energy: -1.870 eV



Entry 2:
Here is an isolated ion of composition C27H52N2P and charge +1 at a distorted geometry from the OMol25 dataset. Energies are from wB97M-V/def2-TZVPD.

Structure (XYZ):
```
82
Properties=species:S:1:pos:R:3
C 2.64821 -5.01978 3.36699
C 3.33044 -4.49568 2.23372
C 4.17043 -3.90092 0.96359
C 4.61440 -2.33080 1.07311
C 3.63326 -1.37188 1.96799
N 2.31519 -1.01319 1.34076
C 1.94407 -1.57317 -0.04975
C 2.38837 -0.75869 -1.39125
C 2.01974 -1.47990 -2.81284
C 0.68784 -0.88694 -3.57299
C -0.31494 -2.08035 -4.09134
C -0.85875 -3.08939 -2.92110
N -1.48528 -4.37836 -3.43496
C 0.31015 -1.21383 0.01282
C 0.19486 0.09583 1.05044
C -0.84346 1.14612 0.43674
C -1.38921 2.33648 1.46241
C -2.36212 3.28864 0.49001
C -1.72109 4.79808 0.44295
C -3.89962 3.42770 1.03433
C -4.99258 2.49080 0.18455
C -5.72926 1.38781 1.17245
C -5.35677 -0.05924 1.25769
C -4.97152 -0.89532 -0.11054
C -5.26193 -0.89260 2.68798
C 1.70494 0.39456 1.58149
P 2.70355 1.94922 1.14922
C 4.30994 1.56538 0.12571
C 1.78290 3.10986 -0.12043
C 2.88141 4.30332 -0.47773
H 2.21892 -5.65648 4.25253
H 3.57252 -4.14455 -0.03815
H 5.17611 -4.52984 0.88321
H 4.76127 -1.94454 -0.04721
H 5.71730 -2.32712 1.52968
H 4.26932 -0.39288 2.22139
H 3.38448 -1.83253 3.04158
H 1.63476 -1.58200 1.93718
H 1.89073 -2.74347 -0.17006
H 3.57880 -0.67052 -1.36608
H 1.93987 0.33129 -1.41106
H 2.01422 -2.64000 -2.66759
H 2.93237 -1.25025 -3.54806
H 1.04112 -0.26250 -4.50133
H 0.09975 -0.13417 -2.86935
H 0.28706 -2.68897 -4.90912
H -1.23440 -1.57682 -4.61388
H -1.69526 -2.58294 -2.23522
H 0.03401 -3.40700 -2.19836
H -0.79830 -5.14845 -3.25392
H -2.28799 -4.59075 -2.76887
H -0.17681 -2.06960 0.68000
H -0.28711 -1.16831 -0.98751
H -0.36885 -0.33714 2.01137
H -0.48663 1.58890 -0.61345
H -1.83695 0.54145 0.15590
H -2.10663 1.82352 2.24551
H -0.53630 2.97400 1.94317
H -2.44428 2.84555 -0.61468
H -1.31707 5.02145 1.54026
H -2.47621 5.62796 0.06062
H -0.81987 4.80584 -0.31744
H -4.26322 4.54570 0.83972
H -4.01232 3.24330 2.18646
H -5.87275 3.18405 -0.22443
H -4.51669 1.98684 -0.75861
H -6.60162 1.76781 1.85303
H -5.84699 -1.64358 -0.34176
H -3.94267 -1.42484 0.06802
H -4.83941 -0.20612 -1.05718
H -5.48637 -0.19558 3.60898
H -4.11809 -1.21933 2.78681
H -5.98018 -1.82667 2.62501
H 1.59859 0.49338 2.77291
H 4.75877 0.51205 0.30598
H 4.11624 1.65122 -1.04974
H 5.04238 2.46419 0.37504
H 0.85438 3.60275 0.38908
H 1.52864 2.50813 -1.09088
H 2.29048 5.29754 -0.70021
H 3.62184 4.46548 0.41815
H 3.53591 4.06077 -1.42945
```

Calculated values
Largest force on an atom: 10.32 eV/Å
Charge: +1
Energy: -41088.018 eV
Orbital gap: 7.422 eV
LUMO energy: -2.491 eV
SMILES string: C#CCCC[N@@H+]1[C@H](CCCCCN)C[C@H](CC[C@H](C)CCC=C(C)C)[C@@H]1P(C)CC



Entry 3:
Here is C27H52N4O7PS2Si2TeV as an isolated structure at a distorted geometry from the OMol25 dataset. Energies are from wB97M-V/def2-TZVPD.

Structure (XYZ):
```
97
Properties=species:S:1:pos:R:3
V 1.61559 -0.45934 0.25377
O -2.30398 0.11851 6.06845
C -2.29077 -0.75915 5.03706
O -2.52122 -1.90512 5.23454
C -2.08078 -0.12848 3.69944
C -2.86112 0.86007 3.16967
N -2.46390 1.02237 1.89530
N -1.44000 0.23131 1.57877
C -1.17194 -0.47810 2.66716
C 0.09943 -1.23126 2.79618
O 0.38146 -1.86040 3.80915
O 0.88716 -1.08369 1.73800
H -1.95727 0.96166 5.75148
H -3.68079 1.42474 3.59751
H -2.79384 1.67068 1.20351
C 0.35544 5.37525 1.10485
C 1.86736 5.32245 0.96865
C 2.29257 5.08068 -0.47510
O 2.41135 4.36094 1.91086
P 2.77484 2.78984 1.71135
S 4.50944 2.55006 0.86462
S 1.12563 1.90343 0.97962
O 3.00605 2.41409 3.25828
C 2.27772 2.70353 4.47828
C 0.80272 2.36310 4.40586
C 2.50966 4.14100 4.91548
H -0.04013 6.19889 0.49705
H 0.07090 5.53858 2.15125
H -0.07942 4.43464 0.76482
H 2.28272 6.26776 1.29986
H 1.91329 4.11522 -0.81663
H 3.37795 5.06817 -0.56905
H 1.87256 5.87093 -1.11000
H 2.74505 2.04160 5.20061
H 0.29168 2.96972 3.65582
H 0.35429 2.54562 5.39662
H 0.67233 1.31488 4.14715
H 1.98057 4.83385 4.25963
H 3.57627 4.37687 4.87421
H 2.15517 4.27158 5.94618
C -4.43596 0.83108 -2.49219
Si -3.04371 0.50720 -3.68899
C -3.85432 0.04177 -5.30726
C -2.04765 2.05478 -3.92950
C -1.88644 -0.82639 -3.12434
Te -1.25815 -0.41871 -1.05910
C -2.83955 -1.69096 -0.35146
Si -2.42567 -3.49196 -0.15072
C -3.92138 -4.29231 0.61590
C -0.95612 -3.80879 0.91264
C -2.22485 -4.24805 -1.84163
H -4.89958 1.80676 -2.69470
H -4.06712 0.83151 -1.45969
H -5.21748 0.06037 -2.57237
H -4.48504 0.86662 -5.67908
H -4.49707 -0.84264 -5.18052
H -3.10845 -0.18975 -6.08324
H -2.67826 2.93150 -4.13752
H -1.34357 1.93503 -4.76751
H -1.45795 2.26401 -3.02538
H -0.99568 -0.84106 -3.76831
H -2.34397 -1.82260 -3.15848
H -3.66125 -1.56524 -1.07253
H -3.17636 -1.28753 0.61261
H -4.08383 -3.90408 1.63199
H -3.79869 -5.38430 0.68680
H -4.82890 -4.09240 0.02638
H -1.21633 -3.70571 1.97887
H -0.15490 -3.09301 0.70984
H -0.55799 -4.82011 0.75301
H -3.17204 -4.17658 -2.39539
H -1.95496 -5.31223 -1.77347
H -1.44708 -3.73727 -2.42717
N 3.48550 -6.14985 -1.75271
C 3.02116 -4.93291 -1.29586
C 1.99153 -4.26428 -1.94389
C 1.58240 -3.03195 -1.47015
N 2.10170 -2.44612 -0.39666
C 3.09417 -3.09127 0.21795
C 3.59160 -4.31104 -0.20061
H 2.82709 -6.68128 -2.29192
H 3.97033 -6.70742 -1.07086
H 1.50499 -4.70560 -2.80756
H 0.79253 -2.48500 -1.96194
H 3.48970 -2.60898 1.10089
H 4.40731 -4.78071 0.34180
C 4.30092 0.67877 -2.48248
C 2.85408 0.25330 -2.54595
C 2.00857 1.24132 -3.32942
O 2.31363 0.11041 -1.23980
H 4.69116 0.87364 -3.49138
H 4.90501 -0.10629 -2.01518
H 4.38860 1.57868 -1.87087
H 2.80701 -0.72019 -3.05421
H 2.06430 2.22478 -2.84881
H 0.96220 0.91850 -3.33134
H 2.36080 1.32808 -4.36677
```

Calculated values
Largest force on an atom: 6.35 eV/Å
Charge: -1
Energy: -128839.141 eV
Orbital gap (spin up / spin down): 4.612 / 6.520 eV
LUMO energy (spin up / spin down): 1.972 / 1.968 eV
Relative energy (zero: lowest compared OMol25 entry of this formula, charge and spin): 3.257 eV
⟨S²⟩: 3.762
Spin multiplicity: 4



Entry 4:
Here is C27H52P2PbSi as an isolated structure at a distorted geometry from the OMol25 dataset. Energies are from wB97M-V/def2-TZVPD.

Structure (XYZ):
```
83
Properties=species:S:1:pos:R:3
Pb -0.91657 -0.62169 0.20423
C 2.38641 -0.43042 1.39902
C 2.36616 0.93853 1.02675
C 0.79623 0.63443 2.68403
C 1.43106 -0.62301 2.43913
C 1.36615 1.58895 1.79289
C 3.25749 -1.47879 0.81434
H 3.50434 -1.25389 -0.23333
H 2.76863 -2.46253 0.83783
H 4.21309 -1.56876 1.36349
C 1.12753 -1.89499 3.14191
H 1.70504 -2.73577 2.73032
H 0.06108 -2.17556 3.09217
H 1.38184 -1.82263 4.21486
C -0.23810 0.89623 3.71339
H 0.20610 0.90875 4.72544
H -1.02836 0.13055 3.73097
H -0.71966 1.87165 3.56189
C 0.99267 3.01863 1.69671
H 1.55454 3.62813 2.42613
H -0.07735 3.17209 1.89337
H 1.20278 3.42710 0.69808
C 3.22003 1.59240 0.00312
H 4.02104 2.20238 0.45458
H 2.62289 2.26122 -0.63343
H 3.69576 0.85498 -0.65392
C -0.82760 -1.53689 -2.48540
C 0.50825 -1.34661 -2.53682
C 1.28402 -0.24199 -3.18408
C 0.43911 1.02469 -3.48960
C -0.21862 1.58372 -2.28108
C -1.45924 1.28715 -1.83856
C -2.46960 0.48152 -2.61870
C -1.93087 -0.84013 -3.23991
H 1.74572 -0.59173 -4.12651
H -0.25994 0.81083 -4.31979
H 2.13387 0.04283 -2.53317
H -1.71653 -0.67811 -4.31025
H -1.19732 -2.40640 -1.91417
H 1.15007 -2.05135 -1.99126
H -2.78256 -1.54731 -3.23669
H -3.31719 0.23035 -1.96096
H -1.84512 1.79230 -0.94297
H -2.91744 1.08767 -3.43016
H 1.14513 1.78184 -3.87026
H 0.41771 2.25916 -1.69312
P -1.77301 1.14901 -6.27143
C -2.56437 -0.43430 -6.79986
C -0.69137 1.43053 -7.73913
P -3.07335 3.82083 -5.69289
C -3.17508 2.27557 -6.73238
C -2.45705 4.98028 -6.99599
C -4.85770 4.28590 -5.80856
H -3.39758 -0.66313 -6.12046
H -1.82567 -1.24536 -6.74082
H -2.93873 -0.34050 -7.82714
H -1.24773 1.26678 -8.67112
H 0.14614 0.72081 -7.67755
H -0.28892 2.45267 -7.71032
H -5.18578 4.33906 -6.85305
H -4.99062 5.26082 -5.31993
H -5.44847 3.53639 -5.26523
H -4.12641 1.76660 -6.50098
H -3.13383 2.53050 -7.80710
H -2.51334 5.99678 -6.58163
H -3.06671 4.91826 -7.90639
H -1.40784 4.75094 -7.22365
C -5.44968 -2.01255 2.02408
Si -3.57080 -2.02150 2.04383
C -2.90164 -1.91257 3.79337
C -2.82204 -3.63097 1.42896
C -3.04074 -0.57475 0.94711
H -5.85433 -2.84114 2.62820
H -5.84227 -2.11663 1.00040
H -5.83676 -1.06833 2.44027
H -3.42876 -2.65430 4.41777
H -1.82566 -2.14459 3.84742
H -3.07666 -0.92041 4.23167
H -2.95444 -3.77478 0.34665
H -1.74749 -3.69732 1.67243
H -3.33017 -4.46161 1.94482
H -3.15617 0.40671 1.44575
H -3.67897 -0.52059 0.04031
```

Calculated values
Largest force on an atom: 5.41 eV/Å
Charge: +2
Energy: -60527.572 eV
Orbital gap (spin up / spin down): 2.941 / 2.894 eV
LUMO energy (spin up / spin down): -9.454 / -9.502 eV
Relative energy (zero: lowest compared OMol25 entry of this formula, charge and spin): 0.488 eV



Q: Which value of largest force on an atom does entry 1 give?
A: 8.03 eV/Å



Q: Look up the energy of the second one.
A: -41088.018 eV